No. 1
129
Properties=species:S:1:pos:R:3 method="wB97M-V/def2-TZVPD" e_tot_ha=-5111.18678 de_lowest_kj_mol=309.5 gap_ev=6.604 homo_energy_ha=-0.24898
C -0.936 3.709 -4.820
H 5.043 -3.311 3.172
C -0.336 2.260 -2.958
H 2.851 -1.968 -1.613
H -3.720 -1.943 -0.174
C -3.508 0.832 -4.525
H 5.612 -1.227 3.219
C 4.321 2.243 -3.715
C -2.060 3.958 -2.717
C -0.437 -3.000 3.678
C -2.886 0.879 1.528
H 2.158 -3.336 3.646
H 0.322 -2.651 2.976
H -2.584 0.294 -4.741
H 1.911 -1.238 3.041
H -0.034 -2.871 4.691
H 0.070 -0.371 -3.094
C -6.331 -1.425 -2.226
C -4.070 -0.767 -2.652
H 4.714 -0.945 -4.762
H 0.548 2.179 -4.919
H -5.062 1.112 1.581
C 3.804 -0.914 2.072
F 0.325 5.791 2.196
H 4.233 -3.310 4.763
H 3.295 -1.281 4.163
O -2.194 -0.461 -1.244
C 4.011 3.997 -0.445
C -8.233 -0.626 -3.664
C -2.613 -2.155 4.551
C -1.781 -1.184 2.514
H -1.524 -4.841 4.053
C -2.617 -0.783 -2.328
H -2.472 5.163 -4.445
H -7.050 -1.979 -1.635
C 3.046 2.136 -3.178
H -1.780 -2.966 0.848
C 4.254 -0.076 -4.306
H -8.586 0.403 -3.734
N 2.971 -3.049 3.099
H 2.575 3.014 -2.751
Si 0.654 0.770 -2.311
H 2.449 -1.113 -3.833
H 4.833 3.199 -3.712
S 0.324 1.571 3.672
C -1.646 -2.107 3.555
C 4.173 -3.644 3.730
H 5.933 1.209 -4.689
H -0.588 -4.541 -1.174
H 4.108 1.573 1.859
C 5.198 -0.950 2.253
H -3.223 1.726 -3.963
H 3.692 -3.376 1.156
C -4.490 -0.004 -3.747
H 6.145 -0.092 -0.866
C 4.127 -0.181 -0.157
C -1.292 2.925 -2.192
O -1.700 3.942 1.394
C 1.788 2.135 4.641
C 3.214 -0.434 0.887
H -4.597 0.367 3.529
H 4.540 3.631 -1.326
N -0.816 -1.237 1.455
C 2.956 -1.513 3.150
H -6.173 0.639 -4.889
H 1.779 -4.281 -2.487
H -2.616 1.778 2.082
H -2.795 4.449 -2.092
C 2.790 -3.591 1.722
F 2.238 1.117 5.387
O 0.062 2.349 0.737
F 1.965 4.413 1.960
C -6.774 -0.674 -3.306
H -2.147 0.733 0.744
C -2.826 -0.256 2.512
H -3.942 1.154 -5.470
C -0.944 -2.275 0.703
F 2.778 2.524 3.840
C 1.346 -3.598 -1.774
H -0.994 -4.652 2.385
H 3.144 4.563 -0.777
C 6.051 -0.652 1.210
C -4.987 -1.480 -1.871
C 2.974 -0.168 -3.775
N -0.277 2.923 3.168
C -0.711 -4.481 3.423
C 5.500 -0.311 -0.023
H -4.442 -1.327 5.305
H 2.622 -4.663 1.805
C -3.780 -0.342 3.521
H -4.312 -3.350 -1.066
H -2.503 -2.865 5.362
C 0.755 4.741 1.506
F 1.462 3.142 5.443
Sc 1.020 0.270 0.356
H 7.124 -0.687 1.347
H 1.951 -3.092 1.245
C -4.238 1.116 0.867
O -0.504 0.911 4.623
H -1.914 -1.101 -3.117
H 4.091 -4.728 3.684
C -3.691 -1.288 4.527
H -8.416 -1.099 -4.631
O 2.532 2.185 0.030
H 3.760 0.181 -1.113
H -0.792 4.010 -5.850
C -0.181 2.675 -4.288
H -8.838 -1.141 -2.920
F 0.852 5.070 0.220
O 0.928 0.755 2.626
C 4.939 1.130 -4.268
H 0.169 -5.094 3.635
N 1.108 -1.793 -0.432
H -5.391 -2.453 -0.001
H -1.463 2.619 -1.169
C -4.572 -2.349 -0.712
N 4.338 2.417 1.356
C 3.553 2.799 0.336
S -0.435 3.345 1.662
C 0.011 -2.601 -0.300
H -4.240 2.089 0.372
H 4.679 4.639 0.127
C 2.348 0.926 -3.173
C -1.880 4.356 -4.032
C -5.842 0.035 -4.052
H -4.438 0.357 0.108
H 5.127 2.967 1.639
C 1.907 -2.401 -1.333
C 0.120 -3.731 -1.105

No. 2
127
Properties=species:S:1:pos:R:3 method="wB97M-V/def2-TZVPD" e_tot_ha=-3344.67897 gap_ev=9.298 smiles="[H]/N=C/CB1OB(CCCCl)OB(CCCOC(C)=O)O1.c1ccncc1.c1ccncc1.c1ccncc1.c1ccncc1.c1ccncc1.c1ccncc1.c1ccncc1.c1ccncc1" homo_energy_ha=-0.33108
H 6.101 -1.246 -5.708
C -4.791 -2.378 1.225
H 6.503 0.777 -3.338
C -5.501 -4.233 5.189
H 5.798 0.145 -1.038
H 2.000 -3.812 -0.534
C -0.028 -1.799 5.514
C 1.386 -5.529 -1.681
H 2.669 -0.161 -0.245
N 2.527 1.402 1.078
H 5.629 2.805 -8.377
B -4.071 1.795 0.743
H -3.473 -3.693 0.204
H -1.890 3.848 3.041
H 4.822 -1.021 0.658
H 4.710 2.179 3.513
H 7.503 2.450 -6.785
C -4.645 -4.445 7.754
N -6.303 -4.834 6.068
C -0.976 -5.708 -1.915
C -4.109 1.598 -2.868
C 1.174 -4.377 -0.942
N 1.352 4.664 3.277
H -8.505 -0.926 -0.411
H -4.173 -2.457 -0.830
H 2.390 -5.890 -1.865
C -5.870 -4.931 7.323
C 1.213 5.969 3.505
H 9.062 -2.272 -0.524
H -2.705 -0.030 -1.387
H -6.799 -2.363 -0.164
C -1.170 5.843 3.432
H 0.379 2.886 2.961
C 1.955 -1.406 4.264
H 0.405 -7.117 -2.759
H -0.072 7.662 3.793
H 4.164 -1.069 -7.256
H -4.671 0.662 -2.986
C -3.764 -2.645 0.164
C 4.935 0.516 2.162
O -4.938 -3.066 2.240
N 6.881 0.590 -6.183
C 1.904 -2.761 6.222
H 5.873 0.170 2.576
C 0.412 4.022 -3.454
H -2.149 6.302 3.476
C 6.740 1.691 -6.917
C 8.521 -1.597 -1.178
C 0.288 -6.212 -2.179
B -4.534 2.215 -1.493
N -1.196 -4.603 -1.206
H -8.156 1.203 -1.094
H -1.091 -1.658 5.682
C 4.293 1.628 2.682
H -6.541 -5.424 8.017
C 4.354 -0.148 1.091
O -5.860 2.516 -1.197
C -7.721 -0.483 0.209
H 3.232 3.762 -5.281
C 6.709 -0.257 -1.464
H 2.453 3.650 -2.909
H 8.605 -0.183 -4.245
H -5.867 -4.163 4.175
C 0.242 3.947 3.139
H -2.101 2.316 -3.188
B -6.293 1.745 -0.113
N 7.395 -1.088 -0.683
C -0.019 6.599 3.605
C 2.188 3.902 -5.033
O -5.427 1.653 0.967
C 8.274 -0.438 -3.247
H 3.687 -2.392 5.084
H -4.488 2.268 -3.645
C -7.684 1.034 -0.129
H 2.482 -0.952 3.436
C -1.030 4.487 3.186
C -2.604 1.364 -3.069
C 3.154 0.332 0.591
C -0.074 4.319 -5.652
O -5.562 -1.250 1.043
H -1.406 1.125 -1.284
C 4.880 -0.263 -7.183
C 7.101 0.098 -2.745
C 1.760 3.839 -3.717
H 0.243 1.043 1.616
H 2.563 2.912 2.466
C 5.694 1.889 -7.806
H 2.394 -3.392 6.955
H -0.834 4.515 -6.400
C 2.626 -2.204 5.177
H -8.037 -0.634 1.242
H -8.284 1.554 0.626
C 9.002 -1.305 -2.446
C -1.965 0.505 -1.983
H 0.038 3.976 -2.436
C -3.042 1.258 1.794
C 3.099 2.039 2.105
H -3.650 -3.244 4.759
O -3.624 2.370 -0.441
H -0.336 -3.062 -0.160
H 3.915 1.005 -8.626
H -2.892 -2.015 0.330
C 0.596 -1.197 4.430
Cl -0.782 -0.664 -2.615
H -1.860 -6.214 -2.288
C -1.598 1.489 1.449
C 4.745 0.889 -7.941
H 1.537 4.205 -7.065
H 9.924 -1.749 -2.795
N -0.501 4.259 -4.393
H -3.240 1.683 2.785
H -5.986 -1.036 -0.989
H -4.347 -4.553 8.788
C -4.256 -3.716 5.519
C -0.132 -3.959 -0.734
H -2.853 -3.435 7.123
H -3.179 0.181 1.923
H -2.473 0.852 -4.026
C -3.820 -3.825 6.829
C 5.962 -0.362 -6.321
C 1.251 4.147 -6.024
H 2.133 6.534 3.603
H 0.037 -0.580 3.737
H -1.351 2.283 0.741
N -0.678 0.757 1.953
C -6.483 -1.321 -0.053
N 0.599 -2.570 6.400